Molecular formula: C3HHoO3
Method: DFT, ωB97M-V with the def2-TZVPD basis set

Cartesian coordinates (Å):
H: 1.54 0.77 1.84
O: 1.37 -2.30 1.58
C: 1.38 -1.19 1.22
C: 1.34 0.12 0.98
O: 1.02 0.71 -0.20
C: -0.22 0.33 -1.42
O: -0.17 -0.08 -2.54
Ho: -1.72 1.53 0.17

**Relative energy (zero: lowest compared OMol25 entry of this formula, charge and spin)**: 0.0 kJ/mol
**Expectation value of S²**: 8.764
**Strongest force on any atom**: 0.15520 hartree/bohr
**Calculated total energy**: -1288.2091 Eh
**Spin multiplicity**: 6
**Net charge**: +1
**Orbital gap (alpha / beta)**: 5.03 / 6.02 eV

Molecular formula: C41H38AsN2O10P2PbS2
Method: DFT, ωB97M-V with the def2-TZVPD basis set

Cartesian coordinates (Å):
Pb: 1.50 -0.54 -0.24
C: 0.42 0.19 8.29
S: 1.84 0.52 7.22
C: 2.15 -1.16 6.57
C: 1.26 -1.50 5.38
C: 1.52 -0.54 4.22
N: 0.45 -0.50 3.23
P: 0.33 -1.63 1.94
C: 0.72 -3.28 2.62
C: 1.86 -3.96 2.22
C: 2.12 -5.22 2.73
C: 1.23 -5.81 3.61
C: 0.08 -5.14 3.99
C: -0.18 -3.88 3.49
C: -1.45 -1.80 1.62
C: -1.80 -2.79 0.70
C: -3.12 -2.92 0.29
C: -4.08 -2.05 0.78
C: -3.74 -1.08 1.71
C: -2.43 -0.96 2.13
P: -0.08 0.99 2.44
C: -0.86 1.87 3.83
C: -1.39 1.21 4.93
C: -2.11 1.90 5.89
C: -2.34 3.26 5.74
C: -1.82 3.93 4.64
C: -1.08 3.24 3.69
C: 1.37 2.14 2.25
C: 1.49 2.63 0.94
C: 2.35 3.68 0.64
C: 3.14 4.21 1.65
C: 3.05 3.71 2.94
C: 2.16 2.71 3.24
H: 0.15 1.14 8.74
H: 0.71 -0.51 9.07
H: -0.41 -0.19 7.71
H: 2.00 -1.86 7.39
H: 3.20 -1.16 6.28
H: 0.21 -1.42 5.68
H: 1.44 -2.53 5.08
H: 2.49 -0.76 3.76
H: 1.57 0.47 4.65
H: 2.54 -3.51 1.51
H: 3.01 -5.75 2.43
H: 1.41 -6.81 3.98
H: -0.62 -5.60 4.68
H: -1.09 -3.36 3.77
H: -1.05 -3.46 0.30
H: -3.38 -3.67 -0.43
H: -5.11 -2.13 0.44
H: -4.48 -0.41 2.10
H: -2.17 -0.20 2.85
H: -1.23 0.14 5.03
H: -2.52 1.38 6.74
H: -2.92 3.79 6.47
H: -2.00 4.98 4.52
H: -0.69 3.76 2.83
H: 0.43 2.59 -0.74
H: 2.39 4.07 -0.36
H: 3.82 5.02 1.42
H: 3.67 4.13 3.72
H: 2.05 2.39 4.27
O: -1.18 -0.29 -3.58
As: -2.00 -1.06 -2.29
O: -2.00 -2.64 -2.45
O: -1.28 -0.24 -0.80
C: -3.70 -0.17 -2.12
C: -4.93 -0.50 -2.66
C: -6.04 0.23 -2.27
C: -5.94 1.26 -1.34
C: -4.70 1.59 -0.81
C: -3.60 0.86 -1.22
S: -1.95 1.20 -0.69
O: -1.32 2.06 -1.64
O: -1.97 1.64 0.67
O: 0.74 2.01 -0.03
H: -0.40 -0.81 -3.80
H: -5.01 -1.32 -3.38
H: -7.01 -0.01 -2.68
H: -6.82 1.81 -1.05
H: -4.59 2.38 -0.07
O: 2.17 -2.83 -0.89
C: 1.36 -2.87 -1.84
O: 0.63 -1.85 -2.09
C: 1.21 -4.09 -2.65
C: 1.84 -5.27 -2.22
C: 1.63 -6.46 -2.90
C: 0.79 -6.49 -4.00
C: 0.21 -5.31 -4.43
C: 0.41 -4.11 -3.78
N: -0.65 -5.33 -5.61
O: -0.97 -4.26 -6.08
O: -0.97 -6.41 -6.04
H: 2.47 -5.23 -1.35
H: 2.12 -7.37 -2.57
H: 0.58 -7.40 -4.54
H: -0.08 -3.21 -4.13

**Relative energy (zero: lowest compared OMol25 entry of this formula, charge and spin)**: 207.7 kJ/mol
**Strongest force on any atom**: 0.03992 hartree/bohr
**Calculated total energy**: -6354.5514 Eh
**Net charge**: +1
**Orbital gap**: 7.39 eV

Molecular formula: C31H43N5O8S2SbSn
Method: DFT, ωB97M-V with the def2-TZVPD basis set

Cartesian coordinates (Å):
Sn: -0.90 -0.48 1.20
N: -1.97 -3.18 1.68
C: -0.98 -4.17 2.15
C: 0.18 -4.30 1.17
C: 0.90 -2.98 0.97
O: 1.99 -2.82 1.59
O: 0.39 -2.12 0.20
H: -2.75 -3.17 2.33
H: -2.35 -3.48 0.79
H: -1.43 -5.15 2.29
H: -0.60 -3.85 3.12
H: -0.18 -4.65 0.20
H: 0.90 -5.03 1.56
C: 4.42 -1.82 3.40
C: 4.89 -1.98 1.96
C: 4.98 -3.46 1.59
C: 6.26 -1.34 1.76
Sb: 3.32 -1.02 0.74
C: 3.62 -1.54 -1.39
C: 5.09 -1.26 -1.71
C: 2.69 -0.70 -2.25
C: 3.30 -3.02 -1.56
C: 3.34 1.22 1.16
C: 2.26 1.45 2.21
C: 3.01 1.93 -0.13
C: 4.70 1.64 1.68
H: 5.14 -2.31 4.07
H: 3.44 -2.28 3.56
H: 4.36 -0.77 3.70
H: 5.64 -3.95 2.31
H: 5.42 -3.61 0.60
H: 4.02 -3.97 1.63
H: 6.98 -1.91 2.36
H: 6.31 -0.31 2.09
H: 6.61 -1.39 0.72
H: 5.38 -0.23 -1.49
H: 5.25 -1.42 -2.78
H: 5.76 -1.94 -1.18
H: 3.04 0.32 -2.36
H: 1.67 -0.68 -1.87
H: 2.67 -1.15 -3.25
H: 3.89 -3.66 -0.90
H: 3.52 -3.30 -2.59
H: 2.24 -3.21 -1.39
H: 1.27 1.18 1.84
H: 2.23 2.52 2.45
H: 2.45 0.91 3.14
H: 2.09 1.57 -0.58
H: 3.82 1.85 -0.86
H: 2.88 3.00 0.09
H: 4.96 1.18 2.64
H: 4.67 2.73 1.85
H: 5.50 1.46 0.97
O: -3.85 3.09 0.13
S: -2.49 3.25 0.54
O: -2.18 3.90 1.77
N: -1.74 1.77 0.50
C: -0.91 1.67 -0.51
O: -0.27 0.57 -0.70
C: -0.77 2.89 -1.35
C: 0.01 3.10 -2.47
C: -0.02 4.37 -3.04
C: -0.79 5.38 -2.50
C: -1.59 5.16 -1.37
C: -1.56 3.90 -0.82
H: 0.60 2.30 -2.89
H: 0.58 4.57 -3.92
H: -0.78 6.37 -2.95
H: -2.20 5.95 -0.95
O: -9.77 3.22 0.60
S: -9.74 1.80 0.31
O: -10.97 1.32 -0.28
O: -9.32 1.01 1.45
C: -8.46 1.60 -0.94
N: -8.71 2.13 -2.13
C: -7.73 2.03 -3.02
C: -6.52 1.41 -2.74
C: -6.38 0.89 -1.47
N: -7.35 0.98 -0.56
C: -5.15 0.21 -0.98
C: -4.07 -0.10 -1.81
C: -2.93 -0.64 -1.27
N: -2.82 -0.91 0.04
C: -3.88 -0.66 0.83
C: -5.05 -0.12 0.37
H: -7.93 2.45 -4.00
H: -5.74 1.37 -3.49
H: -4.10 0.10 -2.88
H: -2.07 -0.87 -1.88
H: -3.75 -0.88 1.89
H: -5.88 0.09 1.03

**Relative energy (zero: lowest compared OMol25 entry of this formula, charge and spin)**: 276.1 kJ/mol
**Strongest force on any atom**: 0.01730 hartree/bohr
**Calculated total energy**: -3333.4130 Eh
**Net charge**: +1
**Orbital gap (alpha / beta)**: 8.19 / 3.37 eV

Molecular formula: C7H8N4
Method: DFT, ωB97M-V with the def2-TZVPD basis set

Cartesian coordinates (Å):
C: 1.35 -0.11 0.82
C: 1.96 0.09 -0.34
C: 1.29 0.28 -1.53
C: -0.12 0.39 -1.55
C: -0.79 0.07 -0.38
C: -0.96 -0.38 1.81
C: -0.05 -0.09 0.83
H: 2.77 -0.92 2.04
H: 2.73 0.62 2.25
H: 3.05 0.37 -0.45
H: 1.70 0.41 -2.52
H: -0.53 1.44 -3.15
H: -0.40 -0.05 -3.47
H: -3.01 -0.11 -0.41
H: -0.75 -0.68 2.86
N: 2.07 -0.14 2.09
N: -0.88 0.53 -2.78
N: -2.07 -0.25 0.05
N: -2.21 -0.52 1.34

**Relative energy (zero: lowest compared OMol25 entry of this formula, charge and spin)**: 133.9 kJ/mol
**SMILES string**: Nc1ccc(N)c2[nH]ncc12
**Strongest force on any atom**: 0.08625 hartree/bohr
**Calculated total energy**: -490.5222 Eh
**Net charge**: 0
**Orbital gap**: 8.98 eV

Molecular formula: C17H22N2O5S
Method: DFT, ωB97M-V with the def2-TZVPD basis set

Cartesian coordinates (Å):
C: 4.64 3.16 -0.85
C: 4.71 2.62 0.57
O: 4.66 1.20 0.61
C: 3.49 0.55 0.40
C: 3.59 -0.84 0.34
C: 2.46 -1.61 0.14
C: 1.22 -1.01 -0.01
C: 1.12 0.37 0.07
C: 2.24 1.15 0.27
H: 2.12 2.22 0.32
H: 0.15 0.85 -0.03
N: 0.07 -1.83 -0.20
S: -0.89 -2.04 1.13
O: -0.66 -1.00 2.09
O: -2.25 -2.25 0.69
C: -0.27 -3.59 1.82
H: 0.77 -3.43 2.09
H: -0.86 -3.83 2.69
H: -0.37 -4.35 1.06
C: -0.51 -1.94 -1.53
C: 0.51 -2.47 -2.52
H: 0.02 -2.65 -3.48
H: 1.29 -1.73 -2.67
H: 0.95 -3.40 -2.17
C: -1.06 -0.57 -1.98
O: -0.51 0.12 -2.81
N: -2.19 -0.23 -1.34
H: -2.56 -0.84 -0.62
C: -2.82 1.05 -1.54
C: -3.00 1.80 -0.25
C: -2.55 1.58 1.01
C: -3.07 2.64 1.80
C: -3.80 3.41 0.96
O: -3.77 2.91 -0.29
H: -4.37 4.31 1.11
H: -2.92 2.79 2.85
H: -1.93 0.78 1.36
H: -2.18 1.62 -2.23
H: -3.80 0.92 -2.01
H: -1.35 -2.64 -1.42
H: 2.54 -2.68 0.09
H: 4.56 -1.29 0.45
H: 3.91 3.05 1.19
H: 5.67 2.87 1.03
H: 5.46 2.76 -1.44
H: 3.71 2.89 -1.33
H: 4.73 4.25 -0.83

**Relative energy (zero: lowest compared OMol25 entry of this formula, charge and spin)**: 201.5 kJ/mol
**SMILES string**: CCOc1ccc(N([C@H](C)C(=O)NCc2ccco2)S(C)(=O)=O)cc1
**Strongest force on any atom**: 0.01977 hartree/bohr
**Calculated total energy**: -1544.8832 Eh
**Net charge**: 0
**Orbital gap**: 8.85 eV

Molecular formula: C33H31N4O2OsTe
Method: DFT, ωB97M-V with the def2-TZVPD basis set

Cartesian coordinates (Å):
Os: 1.80 1.57 0.20
N: 3.49 2.58 1.08
C: 3.69 2.11 2.45
C: 4.75 2.51 3.22
C: 4.86 2.05 4.55
C: 3.92 1.22 5.08
C: 2.82 0.80 4.31
C: 1.80 -0.05 4.80
C: 0.76 -0.40 3.98
C: 0.74 0.08 2.66
N: 1.67 0.86 2.16
C: 2.71 1.24 2.97
H: 3.33 3.58 1.08
H: 4.33 2.44 0.53
H: 5.49 3.19 2.82
H: 5.71 2.38 5.15
H: 4.00 0.88 6.11
H: 1.85 -0.40 5.82
H: -0.04 -1.04 4.33
H: -0.07 -0.19 1.98
O: 1.46 3.98 -3.29
C: 1.73 3.26 -2.41
N: 2.05 2.50 -1.54
C: -4.91 -4.38 -2.51
C: -3.78 -3.42 -2.32
C: -2.78 -3.28 -3.28
C: -1.73 -2.39 -3.13
C: -0.69 -2.29 -4.21
C: -1.69 -1.64 -1.94
Te: -0.08 -0.28 -2.00
N: -0.08 0.92 -0.41
C: -0.62 2.16 -0.24
O: 0.18 2.86 0.46
C: -1.89 2.67 -0.70
C: -2.77 1.89 -1.45
C: -3.97 2.42 -1.90
C: -4.29 3.74 -1.60
C: -3.42 4.53 -0.85
C: -2.22 4.00 -0.41
C: 1.57 -1.18 -1.05
C: 2.64 -0.25 -1.14
C: 3.63 -0.27 -0.17
C: 3.62 -1.28 0.81
C: 2.62 -2.22 0.82
C: 1.53 -2.16 -0.08
C: 0.41 -3.15 0.07
C: -2.66 -1.74 -0.95
C: -2.65 -1.01 0.37
C: -3.70 -2.64 -1.17
H: -4.97 -4.74 -3.54
H: -5.87 -3.92 -2.25
H: -4.78 -5.25 -1.87
H: -2.83 -3.89 -4.18
H: -0.87 -3.04 -4.98
H: 0.32 -2.48 -3.83
H: -0.70 -1.32 -4.71
H: -2.57 0.85 -1.68
H: -4.64 1.82 -2.49
H: -5.22 4.16 -1.96
H: -3.67 5.55 -0.62
H: -1.53 4.60 0.16
H: 2.75 0.38 -2.01
H: 4.51 0.35 -0.30
H: 4.42 -1.34 1.54
H: 2.63 -3.01 1.56
H: 0.65 -3.89 0.83
H: 0.21 -3.67 -0.87
H: -0.52 -2.66 0.36
H: -1.98 -0.16 0.39
H: -2.35 -1.70 1.17
H: -3.65 -0.66 0.62
H: -4.47 -2.73 -0.42

**Expectation value of S²**: 0.755
**Strongest force on any atom**: 0.01398 hartree/bohr
**Calculated total energy**: -2003.8109 Eh
**Spin multiplicity**: 2
**Net charge**: +2
**Orbital gap (alpha / beta)**: 7.86 / 6.88 eV